Record 1
The following is a DFT calculation (wB97M-V/def2-TZVPD) of C24H25N13O3S2Ti as an isolated structure.

The geometry in XYZ format:
```
68
Properties=species:S:1:pos:R:3
Ti 1.0682 -1.6339 -1.4233
N 2.2853 -0.8485 -3.1430
C 3.0431 -1.9458 -3.7438
C 3.5961 -2.7924 -2.6100
O 4.6183 -3.4654 -2.7529
N 2.8487 -2.6661 -1.5074
C 3.3326 -3.2858 -0.2962
C 2.5721 -2.6595 0.8549
O 2.8919 -2.8349 2.0189
O 1.5833 -1.9010 0.4711
H 1.6381 -0.4163 -3.8051
H 2.9141 -0.1497 -2.7627
H 3.8643 -1.6068 -4.3781
H 2.3605 -2.5442 -4.3503
H 4.4040 -3.1127 -0.1654
H 3.1591 -4.3628 -0.2757
S 1.2695 0.7303 -1.1110
C 0.1737 1.2072 0.1728
N 0.3908 2.4965 0.7268
C -0.7469 2.9702 1.4914
C -1.3548 1.8572 2.3559
N -1.7522 0.7134 1.5571
C -3.1707 0.6394 1.2259
C -3.6533 1.7607 0.3319
C -3.2505 1.8109 -1.0046
C -3.6192 2.8797 -1.8064
C -4.3976 3.9111 -1.2924
C -4.8103 3.8650 0.0309
C -4.4364 2.7941 0.8343
C -0.8543 0.3975 0.5077
S -1.1335 -1.1082 -0.3382
C 1.6979 2.7029 1.3568
C 1.9146 1.9571 2.6533
C 2.0638 0.5700 2.6405
C 2.1790 -0.1391 3.8274
C 2.1550 0.5351 5.0431
C 2.0212 1.9173 5.0676
C 1.9011 2.6215 3.8757
H -1.5086 3.3373 0.7971
H -0.4266 3.8073 2.1182
H -2.2309 2.2331 2.8917
H -0.6207 1.5341 3.0979
H -3.7350 0.6504 2.1633
H -3.3405 -0.3232 0.7432
H -2.6391 1.0081 -1.4033
H -3.2921 2.9065 -2.8385
H -4.6803 4.7463 -1.9225
H -5.4188 4.6635 0.4402
H -4.7502 2.7620 1.8730
H 1.8143 3.7782 1.5270
H 2.4498 2.3967 0.6288
H 2.0610 0.0272 1.7023
H 2.2851 -1.2158 3.7710
H 2.2413 -0.0170 5.9721
H 2.0051 2.4468 6.0140
H 1.7839 3.7012 3.8927
N -1.8158 -3.4674 -2.6595
C -0.9984 -4.1276 -1.7630
N -1.2406 -5.3433 -1.3148
N -0.2109 -5.5859 -0.4724
N 0.5882 -4.5826 -0.4320
N 0.1198 -3.6144 -1.2559
C -1.3148 -2.4967 -3.4911
N -1.9095 -2.1269 -4.6150
N -1.1101 -1.1631 -5.1075
N -0.1084 -0.9716 -4.3310
N -0.1925 -1.8145 -3.2654
H -2.5713 -4.0127 -3.0378
```

Summary:
M	655.55	Da
charge	-2
LUMO energy	4.34	eV
HOMO	-1.55	eV
E	-95599.8581	eV
gap between HOMO and LUMO	5.88	eV

Here are the Mulliken charges for atoms 1 to 6, given in e: -0.476 -0.388 -0.568 0.441 -0.783 0.414

Record 2
The following is a DFT calculation (wB97M-V/def2-TZVPD) of a 2-piece molecular cluster, C24H25N2 overall.

The geometry in XYZ format:
```
51
Properties=species:S:1:pos:R:3
C -3.1632 0.5038 -2.1613
N -2.5728 -0.4808 -3.0678
C -1.1113 -0.5706 -3.0455
N -3.1313 -1.7369 -3.0939
C -4.3970 -1.9296 -3.2762
H -2.7687 1.4962 -2.4336
H -4.2553 0.5116 -2.2663
H -2.8929 0.3227 -1.1000
H -0.6880 0.3868 -3.3747
H -0.7120 -0.7893 -2.0346
H -0.7979 -1.3690 -3.7289
H -4.7825 -2.9515 -3.1413
H -5.1117 -1.1536 -3.6219
C 5.3496 0.7246 -1.4588
C 5.1605 -0.0666 -0.3179
C 3.9151 -0.0969 0.3135
C 2.8682 0.7531 -0.1133
C 1.5594 0.7408 0.5606
C 0.9913 -0.4918 0.9525
C -0.1961 -0.6505 1.6594
C -0.7617 -1.9093 2.0641
C -1.9968 -1.9413 2.7734
C -2.5799 -3.1493 3.1461
C -1.9466 -4.3642 2.8345
C -0.7169 -4.3577 2.1636
C -0.1239 -3.1508 1.7840
C 0.8777 2.0107 0.8208
C -0.5049 2.1788 0.5943
C -1.1109 3.4176 0.8049
C -0.3798 4.4737 1.3547
C 0.9780 4.3025 1.6452
C 1.6166 3.1061 1.3299
C 3.1110 1.6119 -1.2147
C 4.3115 1.5456 -1.9222
H 6.3060 0.7061 -1.9816
H 5.9805 -0.6724 0.0762
H 3.7516 -0.7426 1.1791
H 1.5620 -1.3910 0.6974
H -0.7334 0.2385 1.9932
H -2.4964 -0.9994 3.0229
H -3.5278 -3.1650 3.6850
H -2.3995 -5.3155 3.1164
H -0.2021 -5.2920 1.9325
H 0.8355 -3.1390 1.2664
H -1.0899 1.3301 0.2274
H -2.1614 3.5439 0.5469
H -0.8691 5.4260 1.5593
H 1.5445 5.1084 2.1058
H 2.6887 2.9889 1.5021
H 2.3290 2.3079 -1.5290
H 4.4452 2.1404 -2.8287
```

Summary:
M	341.48	Da
charge	+1
LUMO energy	-5.48	eV
HOMO	-10.11	eV
E	-28264.9047	eV
gap between HOMO and LUMO	4.62	eV

Here are the Mulliken charges for atoms 1 to 6, given in e: -0.652 0.325 -0.641 -0.668 -0.357 0.254

Record 3
The following is a DFT calculation (wB97M-V/def2-TZVPD) of C24H25N4O4RuS2 as an isolated structure.

The geometry in XYZ format:
```
60
Properties=species:S:1:pos:R:3
Ru -0.6276 -1.6575 -0.6060
C -0.3908 1.3878 0.6303
C 0.2118 0.0277 0.6967
N -0.6148 -1.0102 1.1203
N -0.6703 -1.6109 2.2546
C -1.2597 -2.8211 2.1194
S -1.6765 -3.3670 0.5763
S -1.5707 -3.7987 3.4936
C -1.3279 -2.6454 4.8953
C -2.3756 -1.5725 4.9834
C -3.6858 -1.9100 5.3134
C -4.6629 -0.9327 5.4003
C -4.3393 0.3966 5.1612
C -3.0349 0.7417 4.8435
C -2.0564 -0.2391 4.7528
C 1.6043 -0.2532 0.6448
C 2.5839 0.7316 0.9204
C 3.8985 0.3736 0.9651
C 4.2778 -0.9665 0.7128
C 3.3611 -1.9305 0.3974
C 2.0032 -1.5743 0.3076
O 1.1207 -2.4294 -0.1530
H -0.3399 1.8447 1.6231
H -1.4395 1.3251 0.3427
H 0.1501 2.0175 -0.0740
H -0.3174 -2.2487 4.8516
H -1.3917 -3.3299 5.7427
H -3.9427 -2.9453 5.5076
H -5.6759 -1.2064 5.6631
H -5.1008 1.1615 5.2342
H -2.7756 1.7797 4.6787
H -1.0341 0.0329 4.5260
H 2.2814 1.7482 1.1356
H 4.6549 1.1092 1.1990
H 5.3268 -1.2299 0.7490
H 3.6509 -2.9443 0.1598
C 1.8116 3.0581 -2.4135
C 0.5414 2.6212 -3.1312
C 0.6232 1.2432 -3.8663
C 1.6696 1.2517 -4.9848
C 1.7134 -0.0535 -5.7705
C -0.7696 1.0814 -4.4633
O -1.1178 1.5727 -5.4968
N -1.7161 0.3941 -3.6696
C -1.3624 -0.2940 -2.5739
O -2.1910 -0.9010 -1.8229
N -0.0887 -0.4251 -2.1801
C 0.9802 0.1960 -2.8152
O 2.1119 -0.0394 -2.4788
H 1.6342 4.0171 -1.9257
H 2.6394 3.1921 -3.1076
H 2.1306 2.3387 -1.6581
H 0.2708 3.3551 -3.8927
H -0.2942 2.5901 -2.4220
H 2.6404 1.4420 -4.5306
H 1.4376 2.0853 -5.6485
H 1.9576 -0.8985 -5.1240
H 2.4788 -0.0051 -6.5433
H 0.7630 -0.2535 -6.2680
H -2.6786 0.3771 -3.9823
```

Summary:
M	598.69	Da
charge	+1
LUMO energy (alpha / beta)	-5.48 / -5.41	eV
HOMO (alpha / beta)	-11.57 / -11.55	eV
E	-63690.5836	eV
gap between HOMO and LUMO (alpha / beta)	6.09 / 6.14	eV

Here are the Mulliken charges for atoms 1 to 6, given in e: 0.004 -1.408 0.595 0.195 -0.442 0.292

Record 4
The following is a DFT calculation (wB97M-V/def2-TZVPD) of C24H25N7O3Pd as an isolated structure.

The geometry in XYZ format:
```
60
Properties=species:S:1:pos:R:3
Pd 0.2684 0.0800 0.3937
O -3.9034 -0.4627 1.0637
C -2.7480 -0.1288 1.1058
N -1.9288 0.0719 0.0079
C -2.3371 0.0641 -1.2772
C -3.6860 0.1231 -1.6979
C -3.9978 0.1347 -3.0256
C -2.9797 0.0782 -4.0079
C -1.6641 0.0043 -3.6516
C -1.2864 0.0047 -2.2881
N -0.0163 -0.0501 -1.8240
C 1.1088 -0.2490 -2.6075
O 1.1078 -0.4900 -3.7872
C 2.3980 -0.1449 -1.8542
C 3.5875 -0.1444 -2.5634
C 4.7799 -0.0066 -1.8707
C 4.7344 0.1266 -0.4911
C 3.5034 0.1105 0.1428
N 2.3606 -0.0320 -0.5285
C -2.0705 0.1596 2.4077
C -2.7986 0.1085 3.5840
C -2.1707 0.4563 4.7703
C -0.8437 0.8605 4.7332
C -0.1827 0.8651 3.5162
N -0.7872 0.5074 2.3848
H -4.4553 0.1647 -0.9473
H -5.0341 0.1915 -3.3297
H -3.2492 0.1038 -5.0549
H -0.8951 -0.0553 -4.3988
H 3.5414 -0.2403 -3.6395
H 5.7242 0.0053 -2.3978
H 5.6331 0.2459 0.0972
H 3.4374 0.2205 1.2183
H -3.8365 -0.1918 3.5380
H -2.7143 0.4236 5.7049
H -0.3192 1.1671 5.6268
H 0.8574 1.1615 3.4502
O -0.2262 2.9238 -0.3221
C 0.3808 2.1809 0.2557
C 2.8868 -3.7748 1.4520
N 1.6101 -3.1072 1.6907
C 1.6588 -1.9505 2.5435
C 0.5990 -3.1924 0.7667
N -0.0983 -2.1331 0.4302
N 0.3667 -4.4079 0.2294
C -0.4368 -4.5326 -0.9766
C 0.5499 -5.6406 0.9889
H 3.6251 -3.0648 1.0642
H 2.7745 -4.5697 0.7217
H 3.2697 -4.2011 2.3785
H 2.4540 -2.0785 3.2744
H 0.7111 -1.8315 3.0633
H 1.8622 -1.0171 1.9722
H -0.8948 -2.3565 -0.1498
H -0.2383 -3.7002 -1.6508
H -1.5086 -4.5801 -0.7578
H -0.1552 -5.4547 -1.4812
H 0.9736 -5.4305 1.9656
H 1.1987 -6.3357 0.4540
H -0.4176 -6.1275 1.1294
```

Summary:
M	565.93	Da
charge	+2
LUMO energy (alpha / beta)	-6.12 / -9.71	eV
spin multiplicity	5
HOMO (alpha / beta)	-14.05 / -14.53	eV
E	-45329.8582	eV
gap between HOMO and LUMO (alpha / beta)	7.93 / 4.82	eV

Here are the Mulliken charges for atoms 1 to 6, given in e: 0.111 -0.591 0.075 0.500 0.513 -1.039

Record 5
The following is a DFT calculation (wB97M-V/def2-TZVPD) of C24H25N7O3Se2Ti as an isolated structure.

The geometry in XYZ format:
```
62
Properties=species:S:1:pos:R:3
Ti -0.3421 -0.1555 0.5351
C -2.5001 1.6891 -2.1335
Se -1.5316 0.0093 -2.0579
C -3.0596 -1.1864 -2.1056
C -2.6084 -2.5299 -2.6514
Se -1.1490 -3.3399 -1.6327
C 0.3488 -2.8250 -2.7547
H -3.2560 1.7335 -1.3540
H -2.9545 1.7945 -3.1154
H -1.7770 2.4857 -1.9751
H -3.7999 -0.7278 -2.7635
H -3.4919 -1.2830 -1.1112
H -2.2521 -2.4281 -3.6764
H -3.4286 -3.2467 -2.6472
H 0.2236 -3.2353 -3.7541
H 1.2342 -3.2596 -2.2946
H 0.4538 -1.7431 -2.7877
C 2.1348 0.1901 2.6930
N 0.7119 0.2869 2.3324
C -0.0849 0.8576 3.1690
C -1.4599 1.0606 2.8542
C -2.5022 1.5683 3.6150
C -3.6439 1.5159 2.8029
C -3.2404 0.9790 1.5883
N -1.9197 0.7029 1.5963
C 2.4465 -1.0879 3.4285
C 2.9842 -1.0505 4.7077
C 3.2780 -2.2268 5.3875
C 3.0328 -3.4512 4.7888
C 2.5006 -3.4958 3.5047
C 2.2137 -2.3230 2.8283
H 2.3934 1.0550 3.3076
H 2.7249 0.2456 1.7788
H 0.2915 1.2231 4.1246
H -2.4311 1.9341 4.6270
H -4.6400 1.8365 3.0586
H -3.8402 0.7815 0.7122
H 3.1738 -0.0929 5.1797
H 3.6957 -2.1814 6.3849
H 3.2592 -4.3686 5.3165
H 2.3184 -4.4499 3.0270
H 1.8313 -2.3638 1.8160
O 3.2418 -1.1282 -0.1380
C 2.3215 -0.6762 -0.7777
O 1.0574 -0.9406 -0.4657
C 2.5700 0.1773 -1.9924
C 3.8868 0.4839 -2.3132
C 4.1187 1.2865 -3.4170
C 3.0356 1.7413 -4.1513
C 1.7606 1.3668 -3.7521
N 1.5246 0.5998 -2.6939
H 4.6880 0.1006 -1.6989
H 5.1288 1.5545 -3.6979
H 3.1675 2.3743 -5.0180
H 0.8923 1.7014 -4.3101
O -0.7931 -1.9064 1.4411
N -1.5495 -1.7602 0.5296
N -0.9752 5.8967 1.1440
C -0.4827 5.0467 0.5351
N 0.0934 4.1397 -0.2329
C 0.1163 2.8966 -0.0507
N 0.2182 1.7256 -0.0104
```

Summary:
M	665.30	Da
charge	0
LUMO energy	-1.16	eV
HOMO	-8.25	eV
E	-195674.8449	eV
gap between HOMO and LUMO	7.09	eV

Here are the Mulliken charges for atoms 1 to 6, given in e: -0.328 -1.117 0.353 -0.789 -1.027 0.147

Record 6
The following is a DFT calculation (wB97M-V/def2-TZVPD) of C24H25NO5 as an isolated structure.

The geometry in XYZ format:
```
55
Properties=species:S:1:pos:R:3
C -6.1336 -1.7327 2.1440
H -6.1086 -0.9205 2.7746
O -4.7289 -1.7373 1.4921
C -4.3392 -0.7984 0.7946
C -5.0630 0.2353 0.4441
C -4.5763 1.3739 -0.0700
C -3.3061 1.2079 -0.4370
C -2.5613 0.1590 -0.5214
C -3.1550 -0.8890 0.2020
C -2.3208 -2.2537 0.5043
N -0.9866 -1.8550 0.4673
C -0.2889 -2.5217 -0.6367
O -0.6352 -3.5418 -1.4865
C 1.2860 -2.1712 -0.4759
C 1.9519 -1.9805 0.5262
C 3.2357 -1.6791 0.7252
C 4.0101 -1.7676 -0.5648
C 3.2455 -1.9694 -1.7009
C 2.0487 -2.1421 -1.7920
H 1.3690 -2.4550 -2.5068
H 3.7508 -1.9016 -2.8228
C 5.3222 -1.1547 -0.5164
O 5.8710 -0.3107 0.4407
C 5.3536 0.9084 0.6240
C 4.5005 1.5978 -0.6705
C 4.1984 2.7690 -0.2669
C 4.6350 3.3220 0.7763
C 5.5723 3.1005 1.6239
C 5.8500 1.5908 1.6075
H 6.6728 1.1301 2.2393
H 5.9524 3.6336 2.4182
H 4.2846 4.5084 0.7765
H 3.4342 3.2173 -0.9256
H 4.0582 0.7287 -1.2623
H 6.0053 -2.2293 -0.5614
H 5.7262 -0.5931 -1.6053
H 3.8748 -1.4172 1.3353
H 1.4702 -1.9908 1.8821
H -0.5308 -1.3216 1.0720
H -2.7668 -2.5013 1.5762
H -2.5466 -3.0043 -0.1078
H -1.6848 0.1201 -0.5710
O -2.6673 2.2971 -1.2711
C -2.3618 3.3660 -0.5154
H -3.3297 3.9823 -0.1763
H -1.7228 4.1626 -1.2466
H -1.5147 3.1873 0.3033
O -5.1527 2.4511 -0.2375
C -5.4845 3.0960 -1.7187
H -6.2733 2.3398 -2.0835
H -4.5558 3.1762 -2.2215
H -6.0105 3.9998 -1.6043
H -5.9030 0.6224 0.8647
H -6.8701 -1.6874 1.3741
H -6.2406 -2.7461 2.6878
```

Summary:
M	407.47	Da
charge	0
LUMO energy	0.23	eV
HOMO	-7.91	eV
E	-37000.4700	eV
gap between HOMO and LUMO	8.14	eV

Here are the Mulliken charges for atoms 1 to 6, given in e: -0.899 0.415 -0.439 0.541 -0.576 0.189

Record 7
The following is a DFT calculation (wB97M-V/def2-TZVPD) of a 2-piece molecular cluster, C24H25O3 overall.

The geometry in XYZ format:
```
52
Properties=species:S:1:pos:R:3
C -5.5771 2.6832 -3.8797
O -4.5647 3.7015 -3.8104
C -3.6150 3.5831 -2.8400
C -2.5936 4.5566 -2.8307
C -1.5427 4.4829 -1.9417
C -1.5250 3.5073 -0.9226
C -0.4324 3.3723 0.0430
C 0.9142 3.5294 -0.3551
C 2.0105 3.4488 0.4884
C 3.3622 3.6862 0.0792
C 4.4114 3.6834 1.0383
C 5.7311 3.8489 0.6381
C 6.0502 4.0426 -0.7144
C 5.0184 4.1199 -1.6555
C 3.6932 3.9503 -1.2744
C -0.7689 3.0945 1.4403
C -1.8388 3.7683 2.0829
C -2.1137 3.5484 3.4131
C -1.4248 2.5480 4.1380
O -1.8161 2.3929 5.4331
C -1.1720 1.3683 6.2047
C -0.4116 1.8117 3.4819
C -0.0662 2.1275 2.1775
C -2.5929 2.5841 -0.8852
C -3.5734 2.5608 -1.8620
H -6.2408 2.9766 -4.6912
H -5.1225 1.7085 -4.1072
H -6.1367 2.6380 -2.9373
H -2.6469 5.3466 -3.5657
H -0.7435 5.2202 -1.9833
H 1.0834 3.7819 -1.4012
H 1.8604 3.2973 1.5540
H 4.1489 3.5665 2.0934
H 6.5239 3.8097 1.3836
H 7.0925 4.1251 -1.0288
H 5.2483 4.2949 -2.7054
H 2.9020 4.0393 -2.0202
H -2.4261 4.4972 1.5172
H -2.8824 4.1140 3.9261
H -1.6292 1.4158 7.1923
H -1.3549 0.3809 5.7550
H -0.0928 1.5687 6.2811
H 0.1090 1.0054 3.9935
H 0.7511 1.5883 1.6955
H -2.6158 1.8382 -0.0920
H -4.3073 1.7591 -1.8707
C 3.3294 -0.4998 1.9445
O 2.4653 0.2107 1.0486
H 3.4248 0.0724 2.8720
H 2.9709 -1.5147 2.1852
H 4.3178 -0.5875 1.4802
H 2.0561 -0.4677 0.4812
```

Summary:
M	361.46	Da
charge	+1
LUMO energy	-4.91	eV
HOMO	-11.22	eV
E	-31428.3393	eV
gap between HOMO and LUMO	6.31	eV

Here are the Mulliken charges for atoms 1 to 6, given in e: -0.796 -0.430 0.907 -0.799 -0.364 -0.389

Record 8
The following is a DFT calculation (wB97M-V/def2-TZVPD) of C24H26BNO4 as an isolated structure.

The geometry in XYZ format:
```
56
Properties=species:S:1:pos:R:3
C -1.3476 3.4408 -4.4262
C -1.5887 2.1196 -3.9295
C -2.5971 1.2045 -4.2561
C -2.1129 -0.0289 -3.6481
C -0.7582 0.0570 -3.4254
B -1.2458 2.3263 -0.4479
O -1.6680 3.5779 -0.1033
C -1.7313 3.1306 1.2923
C -1.0398 1.6210 1.5498
C -1.0765 1.4111 3.0326
C 0.4109 1.6263 0.8354
O 0.1113 1.9400 -0.5354
C -1.8214 0.5695 0.6897
O -2.1244 1.1851 -0.5483
O -0.5420 1.4246 -3.2975
H -1.7298 3.4311 -5.4620
H -1.9444 4.2151 -3.9062
H -0.3002 3.7969 -4.4799
H -3.4941 1.4166 -4.8283
H -2.7557 -0.7484 -3.1220
H -1.1185 3.8930 1.8007
H -2.7852 3.1443 1.6475
H -0.2848 0.7229 3.3560
H -0.9423 2.3976 3.4898
H -2.1027 1.1057 3.2905
H 1.0635 2.4235 1.2221
H 0.8701 0.6116 0.9341
H -1.1080 -0.2418 0.5089
H -2.6951 0.1089 1.1523
C -0.1147 -1.6246 -2.1773
C -0.3621 -1.5640 -0.7979
N 0.6192 -1.7212 0.1648
C 0.3555 -1.9657 1.5474
C -0.8312 -2.2303 2.1947
C -0.8462 -2.4129 3.5795
C 0.3612 -2.3362 4.3167
C 1.5962 -2.1274 3.6536
C 1.5749 -1.9500 2.2586
C 2.6308 -1.8136 1.2964
C 2.0326 -1.6450 0.0226
C 2.8319 -1.5794 -1.1213
C 4.2060 -1.8201 -0.9701
C 4.8057 -1.9711 0.2662
C 4.0290 -1.9472 1.4435
H -0.9059 -2.1353 -2.7421
H -0.0499 -0.3645 -2.5363
H 0.9324 -1.7478 -2.5602
H -1.3484 -1.9046 -0.3917
H -1.7555 -2.2951 1.6374
H -1.7697 -2.6550 4.1257
H 0.3375 -2.4795 5.3916
H 2.5484 -2.1500 4.1822
H 2.4489 -1.3771 -2.0917
H 4.8005 -1.8766 -1.8747
H 5.8877 -2.1264 0.3490
H 4.4438 -2.0620 2.4478
```

Summary:
M	403.29	Da
charge	0
LUMO energy	0.42	eV
HOMO	-6.76	eV
E	-35661.4917	eV
gap between HOMO and LUMO	7.18	eV

Here are the Mulliken charges for atoms 1 to 6, given in e: -1.293 0.836 -0.989 -0.235 -0.148 0.684

For the records above, the corresponding ΔE to the lowest compared entry with this formula, charge and spin values read 0.000 3.231 0.891 0.367 0.386 22.747 0.000 2.391 eV.